# C34H42BN9ReS

A molecular structure, C34H42BN9ReS at a distorted geometry (ωB97M-V with the def2-TZVPD basis set, the Open Molecules 2025 dataset).

Its relative energy (zero: lowest compared OMol25 entry of this formula, charge and spin) is 1.341 eV. The LUMO energy (spin up / spin down) comes out at 0.43 / 0.04 eV. As for the expectation value of S²: 0.7997. The calculation puts the HOMO-LUMO gap (spin up / spin down) at 6.59 / 6.15 eV. The calculation puts the total energy at -2314.94199 a.u. For the largest force on an atom, the calculation gives 0.02374 hartree/bohr.

```
! RIJCOSX wB97M-V def2-TZVPD def2/J DEFGRID3
* xyz 0 2
Re 0.10185 1.00075 -0.03819
C 0.24808 5.15046 1.56634
C -0.05840 4.07291 0.71981
N -0.11218 2.83339 1.15335
C 0.10303 2.56516 2.48048
C 0.38313 3.59203 3.39951
C 0.47367 4.90678 2.89015
C 0.56745 3.27728 4.76668
C 0.44268 1.97317 5.16285
C 0.13535 0.94564 4.25214
C -0.01280 1.20815 2.89704
N -0.28333 0.31977 1.91061
C -0.75478 -0.95745 2.29601
C 0.06683 -1.96502 2.71749
C -0.42771 -3.25711 3.01259
C -1.75654 -3.53200 2.90736
C -2.66151 -2.49221 2.57562
C -4.06274 -2.67772 2.58343
C -4.88390 -1.61684 2.35503
C -4.29526 -0.35918 2.09286
N -3.00689 -0.14890 2.04666
C -2.17065 -1.19730 2.28926
H 0.29181 6.15033 1.15880
H -0.26183 4.22836 -0.33224
H 0.72393 5.71298 3.57015
H 0.81051 4.06287 5.47038
H 0.60005 1.71110 6.20227
H 0.04011 -0.07024 4.60954
H 1.13020 -1.78563 2.80747
H 0.26862 -4.02890 3.31756
H -2.13875 -4.52795 3.10077
H -4.46268 -3.66246 2.79906
H -5.96111 -1.71398 2.38738
H -4.92838 0.50582 1.91308
B 3.09331 2.84805 -1.30162
N 3.15984 2.10292 0.06765
C 4.27554 2.05316 0.80010
C 4.11775 1.10458 1.79543
C 2.83625 0.60896 1.58947
N 2.26138 1.21441 0.54487
N 1.63595 3.14601 -1.77174
C 1.35548 4.21455 -2.53256
C 0.05966 4.10926 -2.99547
C -0.39777 2.91205 -2.45050
N 0.55733 2.33065 -1.71371
H 3.63696 3.91719 -1.16389
H 3.62718 2.14860 -2.14410
H 5.11048 2.69540 0.57188
H 4.82292 0.81485 2.55501
H 2.30870 -0.14486 2.14537
H 2.09507 4.97883 -2.70141
H -0.47465 4.80351 -3.62039
H -1.36177 2.44339 -2.53808
C -1.17753 -0.49813 -2.96253
C -2.18712 -0.30554 -1.83155
C -2.50910 -1.67647 -1.20494
C -3.48277 0.29460 -2.38553
C -1.64493 0.54146 -0.69482
H -1.47268 -1.33201 -3.60792
H -0.19648 -0.70273 -2.54050
H -1.09789 0.40071 -3.57891
H -2.89297 -2.36155 -1.96844
H -3.26321 -1.57562 -0.41949
H -1.60850 -2.09848 -0.75684
H -3.92556 -0.37384 -3.12935
H -3.30122 1.26164 -2.86164
H -4.21028 0.44432 -1.58389
H -2.49284 0.88301 -0.08624
C 0.17340 -4.54724 -0.75317
N 0.96112 -3.91957 -1.80489
C 1.77071 -4.87269 -2.55761
C 1.34134 -2.61208 -1.69851
S 1.27238 -1.82073 -0.20253
N 1.75529 -2.01133 -2.83374
C 1.37497 -2.47822 -4.16072
C 2.44130 -0.72220 -2.83149
H -0.42014 -5.34595 -1.20224
H -0.49030 -3.82304 -0.29438
H 0.80853 -4.97039 0.03146
H 2.19542 -5.60563 -1.86680
H 2.59160 -4.37190 -3.06118
H 1.17187 -5.40950 -3.29649
H 0.64670 -3.27903 -4.09038
H 2.24049 -2.82111 -4.73245
H 0.91763 -1.64851 -4.70182
H 2.39030 -0.26476 -1.85030
H 1.96317 -0.05346 -3.54828
H 3.48982 -0.84967 -3.10944
*
```

# C4H8N2

A molecular structure, C4H8N2 at a distorted geometry (ωB97M-V with the def2-TZVPD basis set, the Open Molecules 2025 dataset).

Its relative energy (zero: lowest compared OMol25 entry of this formula, charge and spin) is 5.015 eV. The LUMO energy (spin up / spin down) comes out at -0.71 / -1.37 eV. The calculation puts the HOMO-LUMO gap (spin up / spin down) at 7.36 / 6.13 eV. The calculation puts the total energy at -266.53772 a.u. For the largest force on an atom, the calculation gives 0.06334 hartree/bohr.

```
! RIJCOSX wB97M-V def2-TZVPD def2/J DEFGRID3
* xyz 0 1
C -1.08533 0.82976 -0.51000
N 0.05435 0.18982 0.11017
C -0.11032 -1.07728 0.59830
C 2.32240 1.32303 -0.06864
C -1.14304 -1.91645 0.38937
N 2.22743 0.72356 -1.10262
H 0.76343 -1.44283 1.13000
H -1.96327 0.87337 0.14867
H -1.37563 0.29050 -1.41724
H -0.80817 1.84638 -0.79020
H 1.13500 1.00583 0.55117
H 3.11088 1.91836 0.37781
H -2.03785 -1.62208 -0.14110
H -1.08988 -2.94197 0.72430
*
```

# C22H45N3O4S

2 unconnected molecules or ions with the total composition C22H45N3O4S at a distorted geometry (ωB97M-V with the def2-TZVPD basis set, the Open Molecules 2025 dataset).

The LUMO energy comes out at -0.72 eV. The calculation puts the HOMO-LUMO gap at 8.02 eV. The calculation puts the total energy at -1728.24230 a.u. As for the SMILES: CCCCCCCCCCCC(=O)O[C@@H](N=C=S)NCC.COCCNCCOC. For the largest force on an atom, the calculation gives 0.16795 hartree/bohr.

```
! RIJCOSX wB97M-V def2-TZVPD def2/J DEFGRID3
* xyz 0 1
C 1.62575 -0.52935 -2.98982
C 0.31763 -1.04120 -2.08536
C 0.75672 -0.74228 -0.50582
C -0.51874 -0.71624 0.52365
C -0.38649 0.48338 1.68118
C -0.64070 1.93253 0.89359
C -2.24570 2.21088 0.57675
C -2.53143 1.96627 -1.04078
C -4.11448 1.77049 -1.41660
C -4.60851 0.21534 -1.57185
C -3.61066 -0.74857 -2.44658
C -3.21088 -0.14479 -3.93090
O -2.32661 -0.89097 -4.64484
O -3.75912 1.07686 -4.54076
C -2.72102 1.89718 -5.18405
N -3.47794 2.99390 -5.96234
C -3.81252 2.33095 -7.14942
S -4.40834 1.37927 -8.47124
N -1.77601 2.59875 -4.23191
C -1.10034 3.80923 -4.90970
C 0.35360 4.19284 -4.18222
H 1.96135 0.56628 -2.69365
H 2.56847 -1.22950 -2.83325
H 1.37583 -0.55315 -4.13293
H -0.59586 -0.40023 -2.44203
H 0.21135 -2.19316 -2.26270
H 1.39571 0.23861 -0.53397
H 1.45136 -1.65873 -0.18954
H -1.55681 -0.49201 -0.01603
H -0.65721 -1.78927 1.01367
H 0.67176 0.41562 2.18549
H -1.28664 0.29935 2.41634
H -0.06029 1.93563 -0.14700
H -0.16088 2.78227 1.55652
H -2.39888 3.38364 0.73940
H -2.97435 1.60793 1.26580
H -2.18477 2.97947 -1.56835
H -1.81392 1.13502 -1.44408
H -4.46734 2.38450 -2.36545
H -4.73538 2.22894 -0.50635
H -4.89318 -0.25004 -0.51568
H -5.63986 0.25346 -2.17145
H -4.18628 -1.78298 -2.59823
H -2.61742 -1.04575 -1.85478
H -2.08937 1.32551 -6.00661
H -0.96053 1.96889 -3.96446
H -0.90515 3.63441 -6.05576
H -1.78516 4.76809 -4.77202
H 0.83811 3.24581 -3.64056
H 0.21946 5.03047 -3.36905
H 1.10941 4.56401 -5.02178
C 1.87650 -3.51749 2.44260
O 1.75383 -2.25665 3.08774
C 1.01708 -2.32790 4.31486
C 1.93854 -2.02141 5.50618
N 2.90052 -3.10779 5.72284
C 3.95520 -2.77190 6.68381
C 4.94139 -1.65679 6.28089
O 5.77596 -2.00062 5.17391
C 5.21084 -1.71483 3.90021
H 2.35240 -3.35827 1.47050
H 2.50725 -4.19105 3.02666
H 0.89365 -3.96934 2.27839
H 0.50824 -3.29140 4.43833
H 0.24561 -1.55246 4.26270
H 1.33046 -1.89073 6.40774
H 2.45387 -1.07941 5.29571
H 3.33704 -3.34558 4.83564
H 4.53322 -3.68943 6.84365
H 3.49670 -2.51858 7.64687
H 5.62057 -1.50577 7.12819
H 4.44729 -0.69238 6.11905
H 4.54970 -0.84394 3.92087
H 4.68328 -2.58953 3.52067
H 6.03313 -1.50426 3.20948
*
```

# C43H61CuN4P2Si

A molecular structure, C43H61CuN4P2Si at a distorted geometry (ωB97M-V with the def2-TZVPD basis set, the Open Molecules 2025 dataset).

Its relative energy (zero: lowest compared OMol25 entry of this formula, charge and spin) is 0.000 eV. The LUMO energy comes out at 0.51 eV. The calculation puts the HOMO-LUMO gap at 6.63 eV. The calculation puts the total energy at -4506.84965 a.u. For the largest force on an atom, the calculation gives 0.05931 hartree/bohr.

```
! RIJCOSX wB97M-V def2-TZVPD def2/J DEFGRID3
* xyz 0 1
Cu 0.46433 -0.60278 -0.71307
C -3.33476 -2.10660 -0.76737
Si -1.89905 -0.87299 -0.52029
C -2.04773 -0.37208 1.37429
C -3.21547 0.20873 1.84138
C -3.34750 0.76937 3.08005
C -2.22676 0.75889 3.96097
C -1.06612 0.12825 3.53760
C -0.96082 -0.43191 2.26932
P 0.59821 -1.25240 1.57850
C 2.11051 -0.80138 2.57854
C 2.36532 -1.33479 4.06324
C 2.16339 -0.23503 5.15453
C 2.69133 1.12626 4.78389
C 2.18427 1.62991 3.42537
C 2.61077 0.63483 2.33305
C 0.22535 -3.08227 2.19913
C -0.50040 -3.89553 1.09827
C -1.23533 -5.11054 1.70104
C -2.42095 -4.55700 2.49849
C -1.98861 -3.35996 3.36831
C -0.49240 -3.17714 3.51581
C -2.50779 0.71502 -1.40981
C -3.86178 0.88988 -1.58197
C -4.35358 1.85594 -2.42810
C -3.49614 2.76719 -3.05525
C -2.12356 2.70753 -2.79976
C -1.63684 1.66128 -1.96741
P 0.19972 1.51669 -1.47067
C 1.27131 1.73048 -3.06943
C 0.73469 0.71835 -4.16373
C 1.07618 1.21861 -5.53858
C 2.48873 1.85537 -5.64037
C 2.59300 3.10754 -4.76551
C 1.50028 3.11031 -3.67985
C 0.56700 2.98288 -0.47082
C -0.05614 2.77683 0.91964
C -0.12776 4.03964 1.77490
C -1.02194 5.11492 1.16642
C -1.11824 4.99291 -0.41777
C 0.17638 4.39775 -0.97053
H -4.29640 -1.80590 -0.31541
H -3.00073 -3.07056 -0.35502
H -3.56500 -2.32011 -1.80720
H -4.14393 0.19336 1.26090
H -4.28414 1.18318 3.38095
H -2.31063 1.09565 4.99157
H -0.21368 0.04627 4.17366
H 2.74546 -1.46976 2.01561
H 3.36629 -1.69443 4.13650
H 1.70403 -2.16123 4.27000
H 2.71782 -0.52871 6.07790
H 1.14242 -0.12027 5.41438
H 3.74531 1.05844 4.67561
H 2.54411 1.89781 5.54635
H 2.60286 2.62055 3.27636
H 1.07982 1.76238 3.42459
H 3.70806 0.63382 2.25819
H 2.24890 0.87659 1.36043
H 1.21846 -3.57253 2.29386
H 0.19662 -4.21878 0.31527
H -1.26908 -3.25837 0.60260
H -0.51113 -5.58900 2.32746
H -1.55635 -5.75031 0.88286
H -2.86251 -5.31626 3.11879
H -3.18330 -4.22157 1.80886
H -2.30331 -3.52551 4.39765
H -2.54905 -2.49051 3.05795
H -0.06772 -4.04631 4.03429
H -0.26484 -2.27859 4.15828
H -4.53596 0.21044 -1.03053
H -5.43203 1.91048 -2.64545
H -3.85308 3.57917 -3.68147
H -1.52391 3.48876 -3.19682
H 2.24592 1.35289 -2.78276
H -0.33395 0.59450 -4.06455
H 1.11178 -0.29922 -4.00043
H 0.31872 1.95248 -5.93837
H 0.96204 0.40022 -6.26969
H 2.74188 2.09314 -6.68203
H 3.19933 1.11925 -5.30817
H 2.51473 4.01338 -5.35319
H 3.58571 3.03213 -4.30716
H 0.54946 3.41339 -4.12200
H 1.71128 3.80873 -2.86819
H 1.64429 2.92977 -0.29268
H 0.52726 2.00652 1.50503
H -1.07388 2.31906 0.83332
H 0.87203 4.39608 1.84364
H -0.45997 3.74265 2.77131
H -0.66722 6.11467 1.36819
H -2.02156 4.99379 1.58243
H -1.18594 5.97423 -0.90273
H -1.98503 4.41372 -0.69615
H 0.97660 5.11698 -0.76849
H 0.14312 4.36254 -2.04483
N 3.33623 -3.36185 -1.73460
C 4.18323 -2.29631 -1.39577
C 3.36467 -1.22843 -1.32121
N 2.08079 -1.53499 -1.66697
C 2.10744 -2.84717 -1.93536
C 1.06997 -3.63478 -2.59884
N 1.27339 -4.35491 -3.67791
C 0.06863 -4.98815 -3.92918
C -0.88078 -4.62104 -2.99291
N -0.24001 -3.72484 -2.15353
H 3.69596 -4.25630 -2.03560
H 5.23911 -2.43517 -1.09122
H 3.53583 -0.24266 -0.95361
H 0.01317 -5.64659 -4.75851
H -1.90950 -4.88811 -2.82952
H -0.58924 -3.13071 -1.44917
*
```